71
Properties=species:S:1:pos:R:3 method="wB97M-V/def2-TZVPD" e_above_lowest_kcal_mol=0.0 lumo_ev=2.54 total_charge=-1 e_homo_ev=-2.798 homo_lumo_gap_ha=0.196
F 0.25 1.14 -0.87
O -2.12 -2.04 -3.88
P -2.90 -1.43 -5.05
N -2.13 -1.17 -6.56
C -2.23 0.02 -7.40
C -1.42 -2.40 -7.10
N -3.80 0.00 -4.70
C -2.93 1.13 -4.50
C -5.07 -0.09 -4.02
N -4.20 -2.51 -5.49
C -5.11 -2.22 -6.54
C -4.04 -3.91 -5.02
H -2.46 -0.26 -8.42
H -1.27 0.54 -7.36
H -3.03 0.73 -7.22
H -0.69 -2.78 -6.38
H -0.90 -2.16 -8.03
H -2.07 -3.26 -7.23
H -2.57 1.29 -3.49
H -2.13 1.19 -5.23
H -3.54 2.00 -4.77
H -5.80 0.58 -4.47
H -5.67 -1.00 -4.06
H -5.06 0.13 -2.95
H -5.96 -2.88 -6.41
H -5.44 -1.19 -6.72
H -4.71 -2.37 -7.55
H -4.08 -4.06 -3.94
H -3.22 -4.45 -5.48
H -4.83 -4.57 -5.37
O 0.82 -0.11 3.89
P 0.94 0.96 4.87
N 0.15 0.56 6.28
C 0.41 1.20 7.57
C -0.57 -0.72 6.47
N 0.39 2.53 4.40
C -0.54 3.31 5.23
C 0.72 3.25 3.13
N 2.60 1.33 5.27
C 3.15 2.63 5.74
C 3.51 0.19 5.24
H 1.23 0.58 7.94
H -0.50 1.33 8.16
H 0.81 2.16 7.24
H -0.83 -0.99 7.49
H 0.04 -1.54 6.09
H -1.50 -0.69 5.89
H -0.02 4.24 5.41
H -1.45 3.53 4.67
H -0.84 2.86 6.17
H 1.75 3.01 2.89
H 0.05 3.12 2.28
H 0.81 4.31 3.32
H 4.23 2.50 5.67
H 3.12 3.48 5.07
H 2.90 2.97 6.74
H 3.80 -0.19 6.22
H 4.27 0.34 4.48
H 2.92 -0.65 4.85
C 4.70 1.43 0.57
O 5.77 0.52 0.43
C 5.52 -0.79 0.66
O 4.40 -1.29 0.97
O 6.67 -1.51 0.55
C 6.63 -2.95 0.61
H 4.76 2.29 -0.09
H 4.72 1.92 1.55
H 3.72 0.97 0.48
H 6.38 -3.26 1.63
H 7.56 -3.37 0.23
H 5.93 -3.45 -0.06

67
Properties=species:S:1:pos:R:3 method="wB97M-V/def2-TZVPD" e_above_lowest_kcal_mol=25.1 lumo_ev="0.41 / -0.73" total_charge=0 e_homo_ev="-8.359 / -7.912" homo_lumo_gap_ha="0.322 / 0.264" multiplicity=3
Pd -10.31 23.02 -21.23
C -7.61 25.02 -24.65
C -8.58 25.97 -23.93
C -8.62 27.27 -24.78
C -9.71 28.25 -24.46
C -11.05 27.51 -24.39
C -11.10 26.21 -23.53
N -9.93 25.36 -23.80
O -9.95 24.15 -23.20
C -12.43 25.55 -23.97
C -11.18 26.68 -22.07
C -8.03 26.30 -22.54
H -7.42 24.14 -24.03
H -6.62 25.44 -24.79
H -7.89 24.62 -25.62
H -8.69 27.01 -25.84
H -7.67 27.81 -24.72
H -9.79 28.97 -25.27
H -9.49 28.89 -23.60
H -11.29 27.30 -25.44
H -11.71 28.28 -23.99
H -12.35 25.39 -25.05
H -13.25 26.24 -23.82
H -12.71 24.59 -23.54
H -10.55 27.54 -21.83
H -11.08 25.87 -21.35
H -12.23 26.89 -21.87
H -6.96 26.50 -22.52
H -8.22 25.48 -21.84
H -8.47 27.20 -22.12
F -9.80 24.50 -19.69
C -8.50 23.99 -16.41
O -8.53 23.09 -17.51
H -7.46 24.28 -16.29
H -9.11 24.84 -16.69
H -8.83 23.61 -15.44
H -8.99 23.52 -18.25
C -13.25 24.08 -20.34
O -12.67 23.08 -21.22
H -12.49 24.49 -19.68
H -13.54 24.96 -20.91
H -14.05 23.59 -19.79
H -13.38 22.82 -21.81
C -10.91 27.91 -18.26
O -11.61 26.80 -18.76
H -10.13 28.32 -18.91
H -11.57 28.67 -17.83
H -10.40 27.49 -17.39
H -11.00 26.10 -19.03
C -12.26 23.80 -17.00
O -12.65 22.50 -17.44
H -11.22 23.95 -17.26
H -12.89 24.61 -17.37
H -12.36 23.89 -15.91
H -13.48 22.31 -17.01
C -6.72 25.92 -18.94
O -8.04 26.37 -18.77
H -6.63 24.85 -18.74
H -6.51 26.08 -20.01
H -6.05 26.55 -18.36
H -8.67 25.73 -19.15
C -10.56 20.34 -19.23
O -10.80 21.73 -19.46
H -9.78 20.28 -18.47
H -11.47 19.87 -18.85
H -10.26 19.80 -20.13
H -11.30 22.02 -18.69